Molecular formula: C3H2NO3
Method: DFT, wB97M-V/def2-TZVPD

```
! wB97M-V def2-TZVPD RIJCOSX def2/J DEFGRID3
* xyz -1 1
C 0.7560 0.3569 -0.1096
C -2.4427 0.5896 0.2237
C -1.7236 -0.5943 -0.0762
N -0.1425 -0.5475 0.1035
O -2.2417 -1.7226 0.0700
O 1.9286 0.0889 0.1173
O -3.1506 1.4980 -0.1102
H 0.5008 1.3085 -0.5474
H 0.2368 -1.3378 0.5539
*
```

Max |F| in Eh/bohr: 0.0902
E in eV: -10775.181
SMILES: O=C=C([O-])NC=O
HOMO level in eV: -2.22
Relative energy (zero: lowest compared OMol25 entry of this formula, charge and spin) in kcal per mole: 59.7